C2H5N2O2S | ωB97M-V/def2-TZVPD

Geometry as XYZ:
```
12
C2H5N2O2S ωB97M-V/def2-TZVPD
C 0.6316 -0.4034 -0.0127
C -0.4487 -1.1660 -0.2899
N 1.5457 0.0645 -0.9113
N -1.5865 0.5262 1.4119
O 2.5522 0.6810 -0.6385
O 1.1800 -0.1714 -2.2516
S -1.6782 -1.9548 -0.6485
H 0.8176 -0.2127 1.0193
H -1.1283 0.1343 2.2732
H -2.4799 0.6188 1.7807
H -1.1631 1.4577 1.1648
H 1.7575 0.4257 -2.8975
```

Calculated values
Total charge   +1
Electronic energy   -20053.17363 eV
Energy relative to the best compared isomer or geometry (same formula, charge and spin)   66.23 kcal per mole
Kohn-Sham gap (alpha / beta)   7.99 / 7.99 eV
Molecular weight   121.14 g/mol